A molecular structure, C23H20BrLiO4S, computed with ωB97M-V/def2-TZVPD.

Last column: Löwdin charge in e.
Positions of all 50 atoms, in Å:
Li -0.354229 0.116873 -1.204523  0.539
C -3.912180 2.523703 -2.249275  -0.060
C -3.519469 1.538278 -1.180898  -0.278
C -2.859010 1.971812 -0.040690  -0.033
C -2.400387 1.073395 0.918941  -0.270
C -1.564803 1.550353 2.070190  -0.041
C -2.648441 -0.281608 0.726024  -0.020
C -3.316595 -0.748804 -0.405767  -0.285
C -3.515641 -2.224427 -0.615342  -0.065
C -3.744284 0.174264 -1.352679  -0.031
H -3.074034 2.713859 -2.923854  0.083
H -4.200946 3.481493 -1.813109  0.069
H -4.746902 2.152897 -2.847561  0.065
H -2.626323 3.024936 0.073139  0.122
H -0.530460 1.650114 1.733345  0.081
H -1.572693 0.843867 2.900166  0.073
H -1.901220 2.528250 2.421584  0.073
H -2.280973 -0.990997 1.458813  0.101
H -2.616948 -2.662851 -1.054908  0.019
H -4.359110 -2.419012 -1.280635  0.068
H -3.698819 -2.732427 0.333250  0.074
H -4.243712 -0.177379 -2.250999  0.110
O 1.906423 3.081665 -0.889534  0.014
C 1.328052 1.996220 -0.857444  -0.585
O 0.071335 1.797225 -0.732002  -0.121
C 2.187253 0.687350 -0.930423  -0.241
C 3.657780 0.904251 -1.261474  -0.218
C 4.363120 -0.140251 -2.059557  -0.041
C 3.971856 -1.390147 -2.350088  -0.111
C 2.710841 -2.085239 -2.171211  -0.140
C 1.505035 -1.516454 -1.976549  -0.818
S -0.080195 -2.248620 -2.024577  0.456
H 3.876060 1.916832 -1.601081  0.136
H 5.387743 0.117867 -2.316827  0.085
H 4.735578 -2.009477 -2.820042  0.082
H 2.713083 -3.157449 -2.319841  0.079
Br 4.658160 0.158259 3.103048  0.641
C 2.865161 -0.487784 2.825556  -0.607
C 2.256057 -1.037835 3.927392  -0.231
C 0.959641 -1.552716 3.890995  -0.180
C 0.321817 -1.526125 2.632992  -0.166
C 0.899413 -0.971281 1.529533  -0.063
C 2.216448 -0.340239 1.536189  -0.199
C 2.692656 0.252218 0.415119  -0.171
O 4.005452 0.762512 0.150249  -0.073
O 1.404149 -0.148313 -1.823137  -0.172
H 2.823488 -1.066616 4.851929  0.067
H 0.505446 -2.004459 4.762734  0.051
H -0.648938 -2.001304 2.514218  0.079
H 0.394262 -1.096679 0.578622  0.054

Cartesian forces (eV/Å) of the 6 atoms listed first:
Li -0.390 -0.298 -0.102
C -0.042 0.023 -0.012
C 0.028 -0.001 0.030
C 0.010 0.006 -0.025
C 0.025 0.007 -0.044
C -0.028 0.023 0.049

The energy above the lowest of the compared OMol25 structures with the same formula, charge and spin comes out at 5.209 eV. Its highest occupied orbital energy is 0.028 Eh. The molar mass comes out at 479.3 g/mol. The value obtained for the electronic energy is -113448.928 eV. As for the net charge: -2. For the LUMO energy, the calculation gives 4.45 eV.


A single C8H6BrNO3 molecule, computed with ωB97M-V/def2-TZVPD.

Last column: Löwdin charge in e.
Positions of all 19 atoms, in Å:
O -0.613605 2.363292 -1.127296  0.100
C 0.540732 2.035414 -0.944713  -0.374
O 1.244949 2.156370 0.171733  0.057
N 2.354963 1.106630 0.245564  -0.258
O 3.483582 1.569149 0.194060  0.038
C 1.814412 -0.055273 0.107927  -0.627
Br 2.992335 -1.487173 -0.207374  0.870
C 0.362203 -0.341956 0.214514  -0.317
C -0.345514 -0.155745 1.350377  -0.045
C -1.725100 -0.419146 1.349919  -0.069
C -2.382528 -1.173360 0.367955  -0.046
C -1.559487 -1.421964 -0.758384  -0.077
C -0.225462 -1.094267 -0.836179  -0.066
H 1.217984 1.350040 -1.685657  0.192
H 0.121761 0.402304 2.209339  0.148
H -2.207017 -0.340014 2.392393  0.132
H -3.463565 -1.229972 0.324025  0.106
H -1.885098 -2.113051 -1.555441  0.114
H 0.274458 -1.151276 -1.812764  0.123

Cartesian forces (eV/Å) of the 6 atoms listed first:
O 2.537 0.053 0.590
C -0.761 -2.249 -3.034
O 0.497 0.536 1.893
N -0.030 1.669 -1.155
O -0.879 -0.682 0.347
C 0.115 -0.852 0.344

The energy above the lowest of the compared OMol25 structures with the same formula, charge and spin comes out at 1.791 eV. Its highest occupied orbital energy is -0.349 Eh. The molar mass comes out at 244.0 g/mol. The value obtained for the electronic energy is -86063.294 eV. For the LUMO energy, the calculation gives -0.39 eV. The SMILES is O=CO/[N+]([O-])=C(/Br)c1ccccc1.


A molecular structure, C24H56F6N4O8Sr, computed with ωB97M-V/def2-TZVPD.

Last column: Löwdin charge in e.
Positions of all 99 atoms, in Å:
Sr 0.715162 0.433741 0.363692  1.443
C 2.020862 3.580901 -1.343078  -0.232
O 0.823092 3.417371 -2.149948  -0.092
O 2.232112 2.297321 -0.776438  0.019
C 3.176812 4.265331 -2.175548  -0.581
F 3.687502 3.571191 -3.167118  0.188
F 2.879592 5.464081 -2.701298  0.178
F 4.197422 4.415521 -1.348598  0.172
C -0.217698 4.439561 -2.078238  -0.199
C -0.881898 4.629391 -3.449198  -0.049
H -0.238138 5.059201 -4.216628  0.080
H -1.227998 3.684501 -3.868108  0.070
H -1.738248 5.303731 -3.444538  0.087
H 0.004482 5.352261 -1.525308  0.132
H -1.051378 4.053651 -1.491598  0.096
H 1.858362 4.271071 -0.515228  0.182
C -1.313158 -0.565299 3.455032  -0.394
O -2.237178 -0.924469 2.441392  -0.131
O -0.319068 0.154361 2.736052  -0.327
C -2.004618 -0.045849 4.745822  -0.543
F -2.677358 -1.048589 5.333602  0.139
F -1.152238 0.465901 5.622222  0.165
F -2.948148 0.916221 4.485842  0.113
C -3.200808 -1.957969 2.711312  -0.252
C -3.634158 -2.545909 1.414772  -0.072
H -3.774718 -1.766169 0.666202  0.059
H -2.844088 -3.134109 0.947972  0.064
H -4.500768 -3.207019 1.412972  0.092
H -4.076448 -1.730849 3.319402  0.123
H -2.749038 -2.810999 3.217602  0.122
H -0.819418 -1.507219 3.694002  0.136
C 2.817582 1.933761 2.854632  -0.035
C 3.481432 0.545381 2.574442  -0.344
C 3.077782 -0.620279 3.510262  -0.155
O 4.155992 -1.569449 3.441202  -0.200
C 4.096952 -2.621829 4.379822  -0.109
N 3.186302 0.230581 1.145482  -0.066
H 2.783072 2.207201 3.909212  0.095
H 1.771222 2.028321 2.564282  0.021
H 3.470652 2.650071 2.356132  0.084
H 4.550402 0.757141 2.550702  0.139
H 2.122452 -1.075899 3.249772  0.108
H 2.973842 -0.250139 4.530212  0.130
H 3.188362 -3.223889 4.389272  0.087
H 4.376752 -2.262769 5.370222  0.091
H 4.896242 -3.298459 4.077472  0.088
H 3.466882 1.031811 0.598312  0.042
H 3.878132 -0.421729 0.804952  0.087
C 0.734042 1.191351 -4.408138  -0.044
C -0.134078 0.525911 -3.330598  -0.395
C -1.109638 -0.530709 -3.872358  -0.177
O -2.045428 -0.926699 -2.887188  -0.235
C -3.070748 -1.788569 -3.391348  -0.061
N 0.820132 -0.030699 -2.381688  0.000
H 1.438022 0.461341 -4.807648  0.090
H 1.336662 2.053741 -4.123108  0.069
H 0.114322 1.517391 -5.243448  0.086
H -0.760968 1.281711 -2.857428  0.118
H -0.528448 -1.384559 -4.220578  0.129
H -1.597648 -0.127879 -4.759878  0.134
H -4.044708 -1.336629 -3.579088  0.096
H -3.065448 -2.607079 -2.671548  0.090
H -2.784218 -2.310199 -4.304538  0.091
H 1.352542 -0.780489 -2.799368  0.081
H 1.515202 0.701781 -2.403128  0.042
C -3.906568 1.171921 -0.522008  -0.032
C -2.421538 1.296071 -0.313518  -0.386
C -2.010448 2.264251 0.887102  -0.140
O -0.606788 2.503401 0.815262  -0.359
C -0.187888 3.349971 1.873432  -0.101
N -1.727978 -0.004989 -0.260258  -0.025
H -4.093228 0.360411 -1.225358  0.077
H -4.271398 2.117871 -0.922248  0.089
H -4.306778 0.938131 0.464542  0.092
H -2.051808 1.796441 -1.208528  0.109
H -2.391688 1.968801 1.864582  0.132
H -2.385708 3.249631 0.610842  0.125
H -0.261748 2.833121 2.830262  0.099
H -0.692148 4.316141 1.855082  0.103
H 0.842912 3.680711 1.746322  0.075
H -1.881578 -0.497509 -1.128558  0.038
H -2.126788 -0.595729 0.455342  0.040
C 0.703242 -3.751969 1.208702  -0.022
C 0.900372 -3.400429 -0.276968  -0.407
C -0.370218 -3.485829 -1.154668  -0.134
O -0.757468 -4.870059 -1.392818  -0.189
C 0.148292 -5.654909 -2.114998  -0.116
N 1.642912 -2.167819 -0.300608  -0.021
H -0.002028 -4.582939 1.221772  0.089
H 0.433952 -2.969429 1.918072  0.073
H 1.627272 -4.167699 1.610492  0.081
H 1.685622 -4.072829 -0.622468  0.125
H -0.198708 -2.998759 -2.114598  0.106
H -1.293578 -3.041079 -0.783558  0.108
H -0.437668 -6.571149 -2.187368  0.100
H 1.056822 -5.832569 -1.539578  0.078
H 0.427172 -5.294509 -3.105168  0.090
H 2.344372 -2.281579 0.417112  0.067
H 2.118282 -2.085499 -1.187928  0.073

Cartesian forces (eV/Å) of the 6 atoms listed first:
Sr -0.886 -1.121 1.040
C -2.427 -1.580 -1.320
O 1.340 1.339 0.789
O 0.754 2.769 -1.062
C 1.037 -0.144 -0.164
F -0.671 -1.333 -0.981

Its expectation value of S² is 0.7549. Its highest occupied orbital energy (spin up / spin down) is -0.387 / -0.387 Eh. The molar mass comes out at 730.3 g/mol. The value obtained for the electronic energy is -65269.465 eV. As for the net charge: +1. The multiplicity is 2. For the LUMO energy (spin up / spin down), the calculation gives -2.33 / -6.81 eV.


Which of these has the highest molar mass?
C24H56F6N4O8Sr


What is the molar mass in the third record?
730.3 g/mol


Among the records above, which one has the lowest molar mass?
C8H6BrNO3